Entry 1:
Density functional theory data (wB97M-V/def2-TZVPD) for a gas-phase ion, C6H8O2PS (charge -1) in a non-equilibrium geometry.

Element x y z (Å)
C1 -1.91602 -1.16987 0.22545
C2 -2.75717 -1.14072 -0.98904
C3 -2.49454 -0.16081 1.08597
C4 -3.75028 -0.22966 -1.14152
C5 1.91206 0.75892 -0.23719
C6 0.46353 0.43014 -0.36937
O1 0.42585 -0.85712 2.10398
O2 0.75226 -2.29029 0.04016
P1 0.17730 -1.10378 0.64127
S1 -3.69130 0.71074 0.36133
H1 -1.73710 -2.24088 0.61731
H2 -2.53714 -1.58771 -2.03970
H3 -2.02433 -0.06093 2.04323
H4 2.26457 1.55302 -0.88577
H5 1.87519 1.08684 0.83295
H6 2.64806 -0.19532 -0.53184
H7 0.20796 -0.02834 -1.31743
H8 -0.03975 1.34498 -0.26466

Summary:
Frontier orbital gap: 7.53 eV
LUMO energy: 3.18 eV
Charge: -1

=====

Entry 2:
Density functional theory data (wB97M-V/def2-TZVPD) for 2 unconnected molecules or ions with the total composition C3H8O3 in a non-equilibrium geometry.

Element x y z (Å)
O1 1.29726 0.64302 -0.69176
C1 0.87909 -0.42780 -1.19003
C2 0.23718 -1.54007 -0.26340
C3 -0.99475 -1.02069 0.51299
O2 -0.37425 -0.08894 1.49454
H1 0.98190 -0.63846 -2.29246
H2 -0.16319 -2.31495 -0.96452
H3 1.04197 -1.85819 0.30751
H4 -1.54655 -0.23664 -0.01531
H5 -1.58988 -1.73383 1.06298
H6 -0.19588 0.70169 0.92476
O3 -0.14933 3.05399 0.34229
H7 0.41646 2.79851 -0.35873
H8 0.15998 2.66236 1.13113

Summary:
SMILES string: O=CCCO.O
Frontier orbital gap: 10.41 eV
LUMO energy: 0.33 eV

=====

Entry 3:
Density functional theory data (wB97M-V/def2-TZVPD) for a molecular structure, C14H35B3FNO8S in a non-equilibrium geometry.

Element x y z (Å)
N1 2.21443 -0.83862 1.87938
C1 2.22832 0.39162 1.66346
C2 1.57967 0.96344 0.43804
B1 0.17641 1.55632 0.83687
O1 0.15659 2.78981 1.52128
B2 -0.38655 2.44284 2.73582
O2 -1.71088 2.00182 2.67338
B3 -1.92102 1.18061 1.63257
S1 -3.62348 0.32037 1.63099
O3 -4.41747 0.85980 2.65107
O4 -4.21630 0.38675 0.35683
F1 -3.33208 -1.16173 2.04223
O5 -1.05785 0.95768 0.62567
H1 2.70274 -1.03828 2.75227
H2 2.70626 1.07609 2.36479
H3 1.55397 0.21120 -0.34683
H4 2.21829 1.79730 0.14648
H5 0.25878 2.45815 3.72629
C3 -0.92233 -0.27397 -4.18509
C4 0.40717 -0.23268 -4.92013
O6 1.53210 -0.11148 -4.06757
C5 1.71694 -1.15075 -3.12392
C6 1.89798 -2.52418 -3.74684
H6 -1.04643 0.61952 -3.57098
H7 -1.74570 -0.32573 -4.89800
H8 -0.99955 -1.13966 -3.52607
H9 0.43070 0.64383 -5.56812
H10 0.51620 -1.10535 -5.57347
H11 0.89271 -1.15476 -2.40035
H12 2.61853 -0.89575 -2.56492
H13 1.02024 -2.83630 -4.31383
H14 2.07659 -3.26890 -2.97055
H15 2.74786 -2.52158 -4.43092
C7 -4.48410 -6.79384 2.88833
C8 -5.16973 -6.12564 4.06855
O7 -4.27901 -5.68010 5.07463
C9 -3.31414 -4.72214 4.67725
C10 -3.90819 -3.43257 4.13678
H16 -3.88766 -7.64304 3.22542
H17 -5.22679 -7.14871 2.17286
H18 -3.81658 -6.11014 2.36228
H19 -5.82865 -6.84614 4.55390
H20 -5.80636 -5.30060 3.73003
H21 -2.61904 -5.16192 3.95267
H22 -2.73037 -4.50150 5.57150
H23 -4.49758 -3.59858 3.23444
H24 -3.11580 -2.72757 3.89213
H25 -4.56452 -2.97530 4.87884
C11 5.47895 5.83183 -2.41719
C12 4.71432 4.51897 -2.43144
O8 4.07066 4.21658 -1.20632
C13 3.09994 5.14332 -0.75548
C14 1.94572 5.32643 -1.72311
H26 6.22653 5.82868 -1.62256
H27 5.98283 5.98404 -3.37215
H28 4.82222 6.68639 -2.24844
H29 5.41214 3.70078 -2.60966
H30 3.99362 4.49839 -3.25611
H31 3.57699 6.10144 -0.52121
H32 2.71214 4.74382 0.18295
H33 2.27210 5.72833 -2.68283
H34 1.20681 6.01347 -1.30890
H35 1.46074 4.36784 -1.91695

Summary:
Frontier orbital gap: 9.10 eV
LUMO energy: -0.45 eV

=====

Entry 4:
Density functional theory data (wB97M-V/def2-TZVPD) for a molecular structure, C42H73BBrN3O2SSiV in a non-equilibrium geometry.

Element x y z (Å)
V1 1.35302 1.41795 -0.37689
O1 3.94587 0.36548 -0.55324
N1 2.88329 0.80539 -0.38192
C1 -1.15151 5.61173 2.46465
C2 -0.91717 4.32090 3.25737
C3 -1.27128 4.59567 4.72663
C4 -1.72784 3.14334 2.74189
C5 -3.10457 3.29441 2.61820
C6 -3.90712 2.23228 2.25028
C7 -3.34246 1.00280 1.96639
C8 -1.96845 0.80758 2.04288
C9 -1.39990 -0.56694 1.76617
C10 -1.45904 -1.43248 3.02996
C11 -2.14603 -1.26576 0.62747
C12 -1.16297 1.88505 2.44774
N2 0.24204 1.71206 2.62803
B1 1.33709 1.50042 1.69463
N3 2.50672 1.66137 2.51872
C13 2.13472 1.94931 3.79603
C14 0.77565 1.97250 3.86422
C15 3.87931 1.54008 2.16071
C16 4.49128 2.64133 1.54585
C17 5.81469 2.52490 1.13984
C18 6.51090 1.34899 1.33750
C19 5.89555 0.27982 1.96167
C20 4.57104 0.33907 2.38614
C21 3.99695 -0.91368 3.03213
C22 2.64358 -1.38132 2.48384
C23 3.93334 -0.78702 4.55900
C24 3.76128 3.95569 1.33521
C25 4.44978 5.07975 2.11541
C26 3.68718 4.32178 -0.15267
H1 -0.56333 6.41510 2.90511
H2 -2.19745 5.90992 2.49868
H3 -0.85696 5.50343 1.42391
H4 0.14877 4.08586 3.19852
H5 -2.28118 4.99478 4.80300
H6 -0.58353 5.32882 5.14519
H7 -1.22468 3.69405 5.33450
H8 -3.56624 4.24518 2.84181
H9 -4.97907 2.35510 2.21085
H10 -3.98903 0.17806 1.70547
H11 -0.34857 -0.46383 1.47793
H12 -2.49468 -1.61895 3.30881
H13 -0.96954 -0.94416 3.86981
H14 -0.97230 -2.39080 2.85233
H15 -3.11702 -1.62780 0.95837
H16 -1.56013 -2.11610 0.28711
H17 -2.28686 -0.59060 -0.21687
H18 2.85007 2.13737 4.57503
H19 0.16155 2.15330 4.72535
H20 6.30750 3.35959 0.66284
H21 7.53433 1.26322 1.00144
H22 6.45243 -0.63472 2.11196
H23 4.71817 -1.70657 2.81388
H24 1.81899 -0.81666 2.91610
H25 2.49712 -2.42753 2.74902
H26 2.60814 -1.30268 1.39618
H27 3.16487 -0.08431 4.87027
H28 4.89132 -0.45896 4.95708
H29 3.69632 -1.75364 5.00069
H30 2.73272 3.86507 1.70605
H31 5.47082 5.22527 1.76959
H32 4.48281 4.84565 3.17727
H33 3.91078 6.01682 1.98488
H34 4.67503 4.52151 -0.56366
H35 3.09007 5.22555 -0.27762
H36 3.23780 3.50769 -0.73926
C27 -1.98955 -2.38021 -5.12454
C28 -1.03638 -3.48527 -4.64522
C29 0.38273 -2.89698 -4.64717
C30 -1.10234 -4.66757 -5.63079
Si1 -1.54757 -4.18142 -2.91134
Br1 0.69357 -0.67767 -1.35967
C31 -3.40917 -4.03605 -2.39181
C32 -3.66847 -4.58281 -0.97956
C33 -4.23467 -4.87561 -3.38470
C34 -3.88963 -2.57145 -2.42899
C35 -0.36643 -5.32408 -1.89392
C36 -0.91373 -6.76237 -1.94194
C37 1.04617 -5.32473 -2.49598
C38 -0.23574 -4.88498 -0.42692
H37 -1.66367 -2.04738 -6.10932
H38 -1.96449 -1.52128 -4.45594
H39 -3.01411 -2.72883 -5.22799
H40 0.56904 -2.45189 -5.62372
H41 1.14554 -3.65072 -4.48795
H42 0.49540 -2.11925 -3.89436
H43 -0.83201 -4.31104 -6.62402
H44 -2.10276 -5.09442 -5.69039
H45 -0.40684 -5.46239 -5.36494
H46 -3.42821 -5.64005 -0.90422
H47 -4.73112 -4.48053 -0.76268
H48 -3.11869 -4.03130 -0.22082
H49 -3.95615 -5.92788 -3.34186
H50 -4.11489 -4.53580 -4.41207
H51 -5.29039 -4.79706 -3.12538
H52 -3.16138 -1.89834 -1.97788
H53 -4.81523 -2.48559 -1.86062
H54 -4.09957 -2.23732 -3.44075
H55 -1.02637 -7.12549 -2.96256
H56 -1.86745 -6.86148 -1.42999
H57 -0.20021 -7.41275 -1.43761
H58 1.04533 -5.65059 -3.53394
H59 1.65723 -6.03288 -1.93712
H60 1.51182 -4.34418 -2.41744
H61 -1.16640 -4.98664 0.12411
H62 0.12321 -3.86037 -0.34791
H63 0.50032 -5.52774 0.05384
C39 -0.81222 4.59232 -3.28638
C40 -0.54041 4.77749 -1.80749
S1 -1.20154 3.54109 -0.61255
O2 -0.13865 2.45343 -0.60322
C41 -2.63205 2.76146 -1.46146
C42 -2.25596 1.65891 -2.43190
H64 -0.28643 5.36828 -3.84102
H65 -1.87027 4.70549 -3.51160
H66 -0.46290 3.63127 -3.65682
H67 -0.96154 5.72015 -1.45333
H68 0.53177 4.77681 -1.59174
H69 -3.19758 3.57340 -1.91398
H70 -3.20102 2.36208 -0.62008
H71 -2.03467 2.03459 -3.42714
H72 -3.07796 0.95112 -2.51567
H73 -1.38928 1.11000 -2.06503

Summary:
Spin multiplicity: 2
Frontier orbital gap (alpha / beta): 5.99 / 5.70 eV
LUMO energy (alpha / beta): -6.34 / -6.68 eV
Charge: +2

=====

Energy above the lowest of the compared OMol25 structures with the same formula, charge and spin readings, ordered: 2.579 2.181 0.000 1.515 eV